No. 1
{"formula": "C29H41BrN3O7PS3", "method": "wB97M-V/def2-TZVPD", "elements": ["Br", "S", "S", "S", "P", "O", "O", "O", "O", "O", "O", "O", "N", "N", "N", "C", "C", "C", "C", "C", "C", "C", "C", "C", "C", "C", "C", "C", "C", "C", "C", "C", "C", "C", "C", "C", "C", "C", "C", "C", "C", "C", "C", "C", "H", "H", "H", "H", "H", "H", "H", "H", "H", "H", "H", "H", "H", "H", "H", "H", "H", "H", "H", "H", "H", "H", "H", "H", "H", "H", "H", "H", "H", "H", "H", "H", "H", "H", "H", "H", "H", "H", "H", "H", "H"], "positions_angstrom": [[-2.219, -5.451, -1.165], [6.462, 0.400, -1.677], [-5.812, 4.178, -2.934], [1.824, 0.945, -0.508], [2.424, -2.731, 1.490], [3.816, 3.238, 6.957], [3.535, 3.524, 4.040], [-2.942, 3.143, -5.564], [-5.751, 2.688, -3.016], [-1.383, 2.900, -3.827], [5.035, 0.119, -2.019], [1.553, 2.866, 7.222], [-1.110, -3.512, 1.261], [6.097, 3.759, 3.644], [1.119, -1.524, 1.691], [-0.848, -2.456, 0.263], [-2.397, -3.263, 2.016], [-2.923, -3.577, -1.261], [-0.379, -0.279, -1.969], [2.302, -3.563, -0.222], [2.685, 2.283, 1.954], [-2.841, -1.718, 2.063], [1.678, -0.250, 2.180], [-6.889, 4.751, -4.265], [2.951, 2.324, 3.489], [-1.771, -2.470, -1.026], [-2.633, 3.387, -4.365], [0.479, -0.348, -0.674], [-6.937, 4.601, -1.586], [-3.693, -3.425, -2.663], [-0.173, 0.791, -3.162], [6.671, 0.069, 0.086], [4.890, 3.608, 3.572], [0.306, -1.390, 0.466], [-1.604, 1.481, -3.485], [2.640, 2.415, 6.779], [1.942, -0.153, 3.734], [-2.940, -4.113, -3.920], [2.583, 1.127, 4.407], [2.825, 1.036, 5.989], [2.329, -4.016, 2.893], [2.078, 0.993, 1.335], [6.648, 2.192, -1.555], [-1.502, -1.366, -2.127], [-7.842, 4.219, -4.229], [0.113, 0.155, -4.089], [-0.320, -3.620, 1.916], [1.676, -1.047, 4.395], [2.909, 3.150, 1.231], [2.011, 0.317, 6.395], [7.670, 0.377, 0.399], [-3.177, -3.973, 1.574], [-4.721, -3.955, -2.570], [5.914, 0.609, 0.659], [-7.054, 5.825, -4.165], [6.514, 2.621, -2.549], [-3.115, -3.560, -4.916], [-6.479, 4.293, -0.645], [3.827, 0.499, 6.223], [-2.025, -1.030, 2.516], [2.168, -5.091, 2.488], [1.426, -3.744, 3.547], [-3.343, -5.186, -4.095], [-3.743, -1.657, 2.794], [-2.237, -3.581, 3.121], [-2.295, 1.365, -2.574], [-3.936, -2.323, -2.886], [5.893, 2.600, -0.880], [3.299, -4.005, 3.519], [-2.012, 0.940, -4.424], [1.291, -4.060, -0.429], [0.653, 1.556, -2.948], [-2.101, -1.319, -3.110], [-7.887, 4.079, -1.716], [-6.398, 4.548, -5.218], [-3.694, -3.391, -0.416], [-1.806, -4.210, -3.783], [2.445, -2.707, -0.988], [-3.382, 3.963, -3.711], [3.134, -4.345, -0.386], [4.627, 2.672, 6.855], [7.648, 2.432, -1.190], [-3.234, -1.307, 1.065], [-7.100, 5.680, -1.572], [6.554, -1.002, 0.252]], "largest_force_ev_per_a": 6.48, "relative_energy_kj_mol": 0.00, "lumo_ev": -0.337, "homo_lumo_gap_ev": 7.3}

---

No. 2
{"formula": "C29H41Cl5CsN7O6S4", "method": "wB97M-V/def2-TZVPD", "elements": ["Cs", "Cl", "Cl", "Cl", "Cl", "Cl", "S", "S", "S", "S", "O", "O", "O", "O", "O", "O", "N", "N", "N", "N", "N", "N", "N", "C", "C", "C", "C", "C", "C", "C", "C", "C", "C", "C", "C", "C", "C", "C", "C", "C", "C", "C", "C", "C", "C", "C", "C", "C", "C", "C", "C", "C", "H", "H", "H", "H", "H", "H", "H", "H", "H", "H", "H", "H", "H", "H", "H", "H", "H", "H", "H", "H", "H", "H", "H", "H", "H", "H", "H", "H", "H", "H", "H", "H", "H", "H", "H", "H", "H", "H", "H", "H", "H"], "positions_angstrom": [[1.828, 0.484, 0.369], [1.038, 7.681, -2.367], [1.018, 6.715, 0.599], [0.945, 3.664, 1.254], [0.789, 2.543, -4.013], [0.984, 5.592, -4.676], [-0.687, -3.407, -1.139], [-3.236, -5.083, -3.226], [3.873, -0.744, 2.300], [-1.478, -1.507, -3.937], [3.064, 0.499, 2.636], [3.116, -1.591, 1.325], [5.108, -0.272, 1.675], [4.023, -1.467, 3.547], [-3.051, -0.289, 0.794], [-2.694, 2.592, 0.927], [4.611, 0.605, -4.889], [-1.026, -0.557, 4.984], [5.088, 2.657, -2.845], [0.621, 0.500, 3.646], [3.431, 1.854, -1.655], [-0.287, -1.449, 2.889], [3.123, -0.391, -3.601], [0.729, 3.233, -1.414], [-2.355, 2.492, 2.300], [1.007, 1.393, 4.733], [-2.281, -2.382, 4.040], [0.905, 5.050, -3.020], [3.989, 2.935, -0.997], [-0.194, -2.776, -3.819], [-0.964, -5.144, -1.556], [-0.241, -0.556, 3.818], [-1.685, -1.801, 5.299], [4.222, -0.529, -5.573], [3.910, 0.645, -3.719], [4.116, 1.700, -2.746], [-0.659, 0.272, 6.124], [-2.559, -0.268, -0.535], [3.311, -1.124, -4.758], [0.938, 5.990, -1.996], [0.447, -2.904, -2.438], [-2.446, -5.521, -1.669], [-0.181, 1.617, 5.629], [-4.129, 0.576, 1.026], [0.832, 4.186, -0.453], [-3.926, 2.011, 0.585], [-3.488, -3.297, -3.036], [-2.956, -2.482, -4.233], [5.014, 3.449, -1.719], [-1.169, -2.589, 3.035], [0.925, 5.555, -0.677], [0.808, 3.710, -2.677], [5.783, 2.715, -3.564], [2.805, -2.063, -4.922], [-3.376, -0.455, -1.249], [-3.015, -5.092, -0.836], [-2.826, -3.105, -5.123], [0.080, 2.256, 6.472], [-2.068, 1.460, 2.562], [-3.190, 2.824, 2.923], [-5.037, 0.221, 0.521], [0.131, -0.195, 6.731], [-1.500, 3.137, 2.464], [-2.459, -1.581, 6.040], [-0.981, -2.507, 5.758], [1.466, 0.253, 3.138], [-1.849, -1.076, -0.628], [-2.563, -6.608, -1.587], [1.304, -3.578, -2.466], [5.683, 4.275, -1.536], [-4.316, 0.544, 2.096], [0.838, -1.941, -2.107], [-0.489, -5.769, -0.787], [0.585, -2.537, -4.546], [-2.816, -3.306, 4.239], [-0.639, -3.732, -4.110], [-4.551, -3.099, -2.908], [1.835, 0.972, 5.317], [3.600, 3.267, -0.042], [1.378, 2.321, 4.297], [-0.466, -5.374, -2.507], [-2.984, -2.965, -2.138], [5.190, 1.349, -5.244], [-2.071, 0.674, -0.779], [-1.538, 0.359, 6.756], [-0.996, 2.111, 5.085], [-3.701, -1.723, -4.500], [-0.582, -3.462, 3.338], [4.619, -0.813, -6.537], [-3.021, -1.665, 3.657], [-4.775, 2.574, 1.012], [-1.598, -2.849, 2.060], [-4.014, 2.116, -0.501]], "largest_force_ev_per_a": 2.22, "lumo_ev": 3.339, "homo_lumo_gap_ev": 5.0, "charge": -2}

---

No. 3
{"formula": "C29H41F5P2SSm", "method": "wB97M-V/def2-TZVPD", "elements": ["Sm", "S", "P", "P", "F", "F", "F", "F", "F", "C", "C", "C", "C", "C", "C", "C", "C", "C", "C", "C", "C", "C", "C", "C", "C", "C", "C", "C", "C", "C", "C", "C", "C", "C", "C", "C", "C", "C", "H", "H", "H", "H", "H", "H", "H", "H", "H", "H", "H", "H", "H", "H", "H", "H", "H", "H", "H", "H", "H", "H", "H", "H", "H", "H", "H", "H", "H", "H", "H", "H", "H", "H", "H", "H", "H", "H", "H", "H", "H"], "positions_angstrom": [[1.924, 0.259, -1.049], [4.309, 1.022, 0.092], [-0.145, 1.572, -5.651], [1.403, -0.269, -3.749], [1.720, 4.530, 4.103], [4.858, 1.163, 2.937], [3.780, 2.891, 4.788], [1.606, 2.543, -0.264], [0.605, 4.374, 1.543], [-0.445, -0.457, 0.609], [3.314, 2.879, 3.519], [-1.177, 2.644, -3.002], [3.871, 2.023, 2.585], [2.245, 3.713, 3.169], [0.184, 3.381, -5.958], [0.567, 0.475, 2.797], [-1.719, 0.298, 0.691], [-0.161, -1.583, -0.230], [0.611, -0.330, 1.555], [3.437, 1.993, 1.243], [1.718, 3.657, 1.869], [1.785, -3.310, -0.375], [2.716, -1.681, 2.150], [1.138, -2.068, 0.123], [-1.403, 0.350, -4.784], [1.509, 1.024, -5.036], [-2.925, 0.568, -4.539], [-2.548, 2.788, -2.390], [3.172, -0.423, -3.106], [-0.552, 0.966, -7.323], [-3.370, 1.728, -2.220], [1.586, -1.324, 1.260], [-3.357, 0.484, -3.038], [2.320, 2.807, 0.959], [-0.608, 0.155, -3.507], [-1.149, -2.354, -1.033], [1.334, -1.745, -4.796], [-0.464, 1.374, -2.532], [-4.154, 1.711, -1.445], [1.945, -2.535, -4.344], [1.583, 0.690, 3.148], [-1.313, -0.572, -5.368], [-0.581, 4.050, -5.543], [0.207, 3.554, -7.046], [-1.223, -3.403, -0.690], [-2.388, -0.075, 1.489], [2.049, 1.873, -4.591], [-0.799, 1.084, -1.511], [-2.159, -1.928, -0.966], [-3.314, 1.466, -5.052], [-2.278, 0.276, -0.254], [2.754, -3.118, -0.859], [0.612, 1.685, -2.429], [-1.510, 1.354, 0.917], [1.972, -4.010, 0.456], [-4.331, -0.047, -2.969], [-0.148, 1.645, -8.080], [-1.257, 2.626, -4.115], [1.788, -1.486, -5.763], [3.760, -0.380, -4.038], [-0.874, -0.780, -2.992], [3.344, -1.380, -2.572], [-3.469, -0.245, -5.060], [-1.650, 0.982, -7.384], [-0.514, 3.508, -2.773], [2.376, -1.799, 3.191], [0.027, -0.043, 3.610], [2.131, 0.655, -5.871], [3.493, -0.902, 2.160], [-2.663, -0.203, -2.538], [-2.864, 3.840, -2.201], [-0.875, -2.392, -2.098], [-0.199, -0.060, -7.494], [3.581, 0.453, -2.533], [1.145, -3.821, -1.103], [1.164, 3.718, -5.578], [3.186, -2.627, 1.851], [0.308, -2.103, -4.940], [0.064, 1.432, 2.616]], "largest_force_ev_per_a": 3.22, "relative_energy_kj_mol": 213.00, "lumo_ev": [-3.341, -3.299], "homo_lumo_gap_ev": [5.8, 5.9], "s2": 9.12, "spin_multiplicity": 6, "charge": 1}

---

No. 4
{"formula": "C29H41F7O26P", "method": "wB97M-V/def2-TZVPD", "elements": ["P", "F", "F", "F", "F", "F", "F", "F", "O", "O", "O", "O", "O", "O", "O", "O", "O", "O", "O", "O", "O", "O", "O", "O", "O", "O", "O", "O", "O", "O", "O", "O", "O", "O", "C", "C", "C", "C", "C", "C", "C", "C", "C", "C", "C", "C", "C", "C", "C", "C", "C", "C", "C", "C", "C", "C", "C", "C", "C", "C", "C", "C", "C", "H", "H", "H", "H", "H", "H", "H", "H", "H", "H", "H", "H", "H", "H", "H", "H", "H", "H", "H", "H", "H", "H", "H", "H", "H", "H", "H", "H", "H", "H", "H", "H", "H", "H", "H", "H", "H", "H", "H", "H", "H"], "positions_angstrom": [[5.562, -0.850, -1.527], [1.185, -0.384, 5.061], [-4.809, -0.092, 1.360], [0.847, -2.234, -0.989], [-3.828, 4.372, 3.605], [-2.318, 3.417, -3.767], [0.219, 4.718, -2.705], [1.551, 0.477, -4.168], [-0.557, -2.922, 4.618], [4.937, -1.191, -2.947], [-4.942, 3.895, -0.381], [-6.341, 2.824, 4.552], [2.075, 3.818, -1.855], [4.266, -0.922, -0.644], [-0.620, 1.071, -4.205], [-0.888, -1.029, -4.834], [2.236, 5.525, -0.448], [4.095, 4.669, -1.361], [-1.087, -5.580, 1.011], [-4.671, -2.349, 1.407], [0.162, -3.825, 1.712], [-2.371, -2.033, 3.666], [-3.096, 3.785, -1.674], [6.336, 0.387, -1.463], [-0.596, -3.843, -0.365], [-4.685, 2.250, -1.876], [-5.005, -4.415, 0.587], [-1.299, 0.632, -0.460], [-2.048, 0.595, -5.879], [-4.248, -2.753, -0.741], [-1.029, -0.766, 4.971], [-5.843, 2.857, 6.735], [6.416, -2.135, -1.147], [-4.199, 2.768, 5.169], [-4.295, 3.370, -1.225], [-2.544, 2.824, -2.561], [2.924, 4.657, -1.211], [-0.135, -1.078, -3.593], [4.958, -1.503, -5.296], [3.810, 0.077, 0.284], [0.292, -2.512, 5.674], [5.820, -1.372, -4.071], [-0.212, -2.503, -0.162], [-5.602, 2.801, 3.323], [0.147, -0.992, 5.691], [-0.839, 0.864, 1.958], [-4.656, -3.298, 0.428], [5.856, -3.287, -0.492], [3.849, -0.443, 1.721], [0.347, 0.374, -3.503], [0.152, -2.461, 1.310], [-4.217, -1.330, -0.595], [0.730, 4.158, -1.586], [-4.174, 3.046, 3.812], [-4.099, -1.168, 0.920], [0.871, 5.095, -0.386], [-1.273, 0.227, -5.063], [-3.579, 1.731, -2.607], [-0.603, -4.519, 0.822], [-5.496, 2.817, 5.605], [-1.385, -1.913, 4.310], [-1.219, 1.475, 0.622], [5.022, -4.088, -1.435], [4.278, -2.352, -5.190], [0.669, -1.794, -3.678], [0.240, 0.688, 2.011], [0.146, 3.282, -1.302], [5.339, -2.991, 0.419], [-0.616, 2.399, 0.442], [1.080, -1.958, 1.551], [-5.653, 1.802, 2.902], [0.015, -0.642, 6.713], [-1.589, 2.518, -2.141], [4.240, 1.068, 0.113], [-3.417, 2.489, 3.265], [-3.806, 1.308, -3.585], [2.860, -0.825, 1.942], [-5.092, -0.857, -1.037], [-3.055, -1.004, 1.192], [1.325, -2.847, 5.586], [4.075, -3.596, -1.678], [-3.182, 0.872, -2.055], [4.416, -0.582, -5.487], [6.515, -2.189, -3.863], [-1.029, -1.833, -0.427], [-5.838, 3.669, 2.714], [0.292, 6.011, -0.504], [6.445, -0.475, -4.144], [5.540, -4.257, -2.379], [4.656, -1.167, 1.804], [4.163, 0.377, 2.366], [-0.705, -1.957, 1.757], [0.633, 4.640, 0.573], [6.738, -3.849, -0.181], [0.469, 0.704, -2.473], [5.538, -1.765, -6.185], [2.791, 0.279, -0.071], [4.676, -5.060, -1.076], [-3.302, -0.925, -1.028], [-2.228, 1.949, 0.721], [-0.886, -1.249, -2.824], [-1.248, 1.420, 2.807], [-1.302, -0.117, 2.112], [-0.050, -2.969, 6.607]], "largest_force_ev_per_a": 2.06, "lumo_ev": 1.819, "homo_lumo_gap_ev": 7.2, "charge": -1}

---

No. 5
{"formula": "C29H41IN2O23P", "method": "wB97M-V/def2-TZVPD", "elements": ["I", "P", "O", "O", "O", "O", "O", "O", "O", "O", "O", "O", "O", "O", "O", "O", "O", "O", "O", "O", "O", "O", "O", "O", "O", "N", "N", "C", "C", "C", "C", "C", "C", "C", "C", "C", "C", "C", "C", "C", "C", "C", "C", "C", "C", "C", "C", "C", "C", "C", "C", "C", "C", "C", "C", "C", "H", "H", "H", "H", "H", "H", "H", "H", "H", "H", "H", "H", "H", "H", "H", "H", "H", "H", "H", "H", "H", "H", "H", "H", "H", "H", "H", "H", "H", "H", "H", "H", "H", "H", "H", "H", "H", "H", "H", "H", "H"], "positions_angstrom": [[2.686, -0.140, 4.390], [2.819, 1.051, 2.276], [-1.878, -2.475, -0.324], [-3.689, -3.275, -1.378], [0.204, -7.038, -1.082], [-2.094, 5.966, 0.949], [-2.197, -4.693, -0.444], [-0.626, -6.096, -2.966], [0.797, -3.294, 2.193], [-2.938, 5.963, -6.148], [-3.343, 3.898, -5.365], [1.224, -2.541, 0.133], [-0.339, -8.319, -2.859], [-3.955, 4.442, -7.468], [3.579, 0.048, 1.174], [5.978, 2.254, 6.913], [-4.231, 5.781, 0.290], [-6.569, -9.869, -5.145], [-2.681, 6.569, -1.145], [3.412, 4.241, -0.624], [-5.071, -9.036, -6.612], [0.832, -1.073, 1.805], [5.533, 4.302, 7.741], [5.676, 2.520, 9.120], [-4.449, -9.513, -4.496], [3.868, 2.531, 2.564], [4.261, 2.686, 3.806], [-0.831, -6.599, -4.286], [-1.076, -8.061, -4.052], [-2.559, -3.589, -0.694], [5.711, 3.137, 7.913], [6.350, 1.023, 7.526], [5.706, 1.113, 8.881], [-2.504, 4.538, -4.409], [-0.215, -7.143, -2.196], [2.055, 4.689, -0.729], [5.055, 3.728, 4.059], [-4.137, 5.120, 1.550], [1.495, -3.947, 0.111], [0.941, -2.203, 1.414], [5.446, 4.627, 2.966], [-2.481, -1.367, -0.986], [-2.656, 5.994, -4.751], [-3.874, -1.864, -1.262], [-5.191, -9.814, -3.316], [4.963, 4.453, 1.612], [-5.339, -9.434, -5.525], [3.494, 2.958, 0.027], [1.630, 6.764, 0.806], [-3.461, 4.739, -6.430], [-2.857, 5.667, 2.118], [0.770, -4.439, 1.328], [1.417, 5.189, 0.619], [-2.976, 6.146, -0.073], [-6.431, -10.470, -3.860], [4.089, 3.268, 1.447], [-2.130, -8.287, -3.872], [-5.408, -8.883, -2.786], [5.235, 5.111, 0.767], [4.195, 2.352, -0.601], [-0.717, -8.681, -4.872], [-3.496, 6.460, -4.230], [-2.337, 4.946, 2.748], [2.146, 7.210, -0.080], [5.986, 0.176, 6.947], [5.434, 3.883, 5.089], [2.071, 5.567, -1.429], [7.440, 0.973, 7.583], [-1.922, -1.154, -1.901], [1.263, -5.291, 1.792], [0.660, 7.296, 0.969], [-0.268, -4.701, 1.119], [1.792, 4.669, 1.536], [4.682, 0.732, 8.885], [2.576, -4.099, 0.174], [6.277, 0.598, 9.652], [0.069, -6.415, -4.878], [0.302, 5.052, 0.627], [2.271, 6.955, 1.704], [-2.827, 4.312, -3.394], [-4.563, -1.665, -0.437], [6.136, 5.465, 3.210], [2.457, 2.549, 0.069], [-4.625, -10.471, -2.657], [-4.093, 4.041, 1.380], [-7.309, -10.279, -3.246], [1.363, 3.936, -1.185], [-3.009, 6.588, 2.685], [-5.001, 5.345, 2.172], [-4.292, -1.451, -2.179], [-1.479, 4.182, -4.543], [1.127, -4.403, -0.807], [-1.753, 6.567, -4.549], [-2.469, -0.481, -0.351], [2.867, -0.168, 0.533], [-6.313, -11.549, -3.985], [-1.676, -6.105, -4.764]], "largest_force_ev_per_a": 3.38, "lumo_ev": -4.177, "homo_lumo_gap_ev": 7.7, "charge": 1}